[1]
96
Properties=species:S:1:pos:R:3 method="wB97M-V/def2-TZVPD" spin_multiplicity=1 homo_lumo_gap_ev=6.834 homo_energy_ev=-9.103
Ag -4.734 14.294 7.622
N -3.887 13.763 5.489
S -2.442 13.650 4.786
O -2.231 14.623 3.774
O -1.956 12.342 4.541
F -1.601 14.179 6.022
S -4.942 13.677 4.230
O -4.791 12.515 3.451
O -5.299 14.911 3.654
F -6.192 13.370 5.186
Br -7.385 10.583 3.682
C -6.748 9.760 2.032
C -6.388 10.807 1.004
Br -6.281 9.940 -0.725
H -7.592 9.181 1.678
H -5.907 9.129 2.294
H -5.484 11.364 1.228
H -7.194 11.529 0.900
C -5.459 19.199 1.907
C -5.893 17.933 2.279
C -6.426 17.089 1.314
C -6.668 17.560 0.022
C -6.344 18.875 -0.303
C -5.715 19.685 0.630
H -4.973 19.846 2.627
H -5.733 17.558 3.282
H -6.711 16.071 1.551
H -7.169 16.912 -0.685
H -6.584 19.260 -1.287
H -5.432 20.699 0.382
C -4.185 12.803 -2.042
C -2.921 12.270 -1.828
C -2.249 12.543 -0.647
C -2.812 13.405 0.281
C -4.070 13.954 0.072
C -4.759 13.629 -1.083
H -4.691 12.593 -2.975
H -2.449 11.650 -2.581
H -1.246 12.159 -0.505
H -2.229 13.733 1.136
H -4.496 14.585 0.837
H -5.744 14.053 -1.259
C -3.420 17.371 5.246
C -2.039 17.592 5.823
O -2.082 18.383 7.003
H -3.912 18.345 5.142
H -4.056 16.752 5.884
H -3.389 16.896 4.265
H -1.383 18.052 5.080
H -1.602 16.649 6.147
H -2.311 19.283 6.752
C 1.178 14.672 3.513
C 1.091 14.117 2.116
O 2.135 13.145 1.933
H 2.138 15.126 3.750
H 0.946 13.857 4.205
H 0.416 15.430 3.719
H 1.193 14.910 1.366
H 0.112 13.661 1.944
H 1.782 12.369 1.491
C -2.632 9.666 1.762
C -1.407 9.792 2.630
O -0.451 8.852 2.180
H -2.391 9.788 0.706
H -3.345 10.465 1.990
H -3.119 8.709 1.947
H -1.739 9.564 3.656
H -1.035 10.820 2.685
H 0.335 8.912 2.731
C 1.425 12.062 7.849
C -0.090 11.946 7.886
O -0.564 11.558 9.162
H 1.880 11.087 8.046
H 1.800 12.784 8.576
H 1.774 12.322 6.847
H -0.454 11.248 7.128
H -0.534 12.887 7.542
H 0.021 11.958 9.812
C -6.416 11.440 7.857
C -5.067 10.946 7.364
O -4.015 11.912 7.592
H -6.776 12.280 7.249
H -6.367 11.765 8.898
H -7.153 10.640 7.776
H -5.097 10.716 6.294
H -4.767 10.027 7.865
H -3.947 12.426 6.769
C -7.604 16.580 5.442
C -8.421 15.923 4.336
O -9.120 16.864 3.528
H -6.671 17.007 5.074
H -7.401 15.832 6.221
H -8.159 17.378 5.939
H -9.208 15.320 4.788
H -7.776 15.279 3.735
H -8.474 17.441 3.103



[2]
34
Properties=species:S:1:pos:R:3 method="wB97M-V/def2-TZVPD" total_charge=-1 spin_multiplicity=1 homo_lumo_gap_ev=6.172 homo_energy_ev=-3.087
C -4.986 -0.645 1.055
C -3.857 -1.636 1.087
O -2.724 -0.872 0.586
C -1.535 -1.484 0.722
O -1.367 -2.564 1.221
N -0.492 -0.559 0.169
N 0.625 -1.198 -0.017
C 1.760 -0.528 0.428
O 1.774 0.602 0.901
O 2.819 -1.343 0.243
C 4.098 -0.663 0.464
C 5.068 -1.603 -0.209
C -0.866 0.740 -0.403
C -0.650 2.084 0.307
O -1.362 2.414 1.246
N 0.160 3.046 -0.298
C 0.831 2.958 -1.526
O 1.670 3.738 -1.917
N 0.387 1.839 -2.258
C -0.410 0.789 -1.839
O -0.838 -0.045 -2.630
H -5.951 -1.102 1.239
H -4.867 0.118 1.828
H -5.064 -0.153 0.081
H -3.667 -1.996 2.100
H -4.039 -2.501 0.436
H 4.092 0.334 -0.006
H 4.302 -0.571 1.542
H 6.076 -1.198 -0.223
H 5.117 -2.566 0.317
H 4.761 -1.808 -1.244
H -1.936 0.669 -0.404
H 0.337 3.907 0.206
H 0.735 1.799 -3.206



[3]
14
Properties=species:S:1:pos:R:3 method="wB97M-V/def2-TZVPD" smiles="C[C@@](N)(O)C(=O)O" relative_energy_kcal_mol=35.99 spin_multiplicity=1 homo_lumo_gap_ev=10.575 homo_energy_ev=-9.845
C -0.799 -1.196 0.665
C -0.472 0.106 -0.016
N 0.126 -0.104 -1.458
O -1.447 1.060 0.091
C 0.902 0.722 0.204
O 0.999 1.946 0.278
O 1.846 -0.117 0.676
H -0.009 -1.920 0.493
H -1.735 -1.581 0.267
H -0.894 -1.019 1.734
H -0.245 -0.934 -1.903
H 0.065 0.709 -2.060
H -0.966 1.921 0.117
H 2.629 0.407 0.911